Entry w
Computed, not measured: a cluster of 11 separate species, H23O11 in total, with ωB97M-V/def2-TZVPD.

HOMO = -14.074 eV

The geometry in ORCA input format:
```
! wB97M-V def2-TZVPD RIJCOSX def2/J DEFGRID3
* xyz 1 1
O 1.29468 -0.43483 -4.01657
H 1.70935 -0.88710 -4.76349
H 0.53926 -1.06447 -3.67888
O -1.26077 -3.36073 1.35162
H -1.14675 -4.18973 1.92691
H -1.40456 -2.69975 2.12396
O -0.42184 1.86336 -1.83312
H -2.88181 -1.50849 0.70173
H -0.23826 -3.27563 -1.37152
O 2.72737 -0.55756 -1.36573
H 2.92473 -0.44385 -2.26598
H 0.98515 -0.82301 -0.36682
O -0.54872 2.02910 3.84045
H 0.37548 1.49548 4.10825
H 2.98041 -1.52908 -1.35140
O -1.09071 0.70685 1.09307
H -1.99614 0.96229 1.19603
H -0.28620 1.61745 -2.72579
O -0.01054 3.65378 1.84727
H -0.30185 2.81841 -1.76499
O 2.25171 1.08573 1.66347
H 3.07939 1.30701 1.24348
H 2.50728 0.46374 2.42814
O 0.05941 -0.58620 -0.84671
H 0.35206 2.78881 2.18399
H -0.99661 0.12180 0.12040
O -3.36220 -0.59894 0.34667
H 0.45775 0.14853 -1.25399
H -4.11059 -0.81266 -0.20815
O 0.23874 -3.55008 -2.17530
H -0.32614 -4.22032 -2.50618
H -0.49177 1.64026 1.09325
H -1.34732 1.86005 4.25597
H 0.60006 4.22641 1.63416
*
```


Entry x
Computed, not measured: a cluster of 11 separate species, H23O11 in total, with ωB97M-V/def2-TZVPD.

HOMO = -12.992 eV

The geometry in ORCA input format:
```
! wB97M-V def2-TZVPD RIJCOSX def2/J DEFGRID3
* xyz 1 1
O -2.24447 0.84160 0.15525
H -1.62866 -1.85342 0.18295
H 0.29025 -1.50117 1.36750
O -0.03995 2.04803 2.08131
H -1.86028 0.88678 1.01548
H -0.61384 -2.89115 0.71844
O -2.94642 -1.70977 -1.46442
H 2.07959 -1.24285 -1.12564
H 0.39203 3.78668 -1.13508
O -2.52349 3.25187 0.39908
H -2.98496 3.08915 1.18082
H 0.18534 -0.10267 2.08757
O 1.02062 -1.15776 -3.56695
H 1.70263 3.13593 -1.09703
H 0.82583 2.13288 2.22557
O 1.24509 -3.65499 0.32331
H 1.83141 -4.06980 0.93091
H -1.54492 0.32444 -0.17646
O -1.02016 -2.04272 0.76506
H -3.05915 -2.46165 -0.69647
O 0.79014 -0.79967 1.97097
H -3.41739 -0.90876 -0.95168
H -0.85314 2.48261 2.32932
O 2.28399 0.94661 1.35991
H 1.71519 -0.28972 1.50861
H 3.00909 1.21418 1.84633
O 2.05953 -0.16957 -1.05024
H 2.70957 0.74305 0.36214
H 1.81386 0.04494 -1.99787
O 1.02899 3.29335 -0.64579
H -3.08029 3.51417 -0.39824
H 1.19489 -4.09948 -0.52231
H 1.24595 -0.98664 -4.42360
H 0.39311 -1.79446 -3.55871
*
```


The structure with the most favorable energy is entry w; the runner-up is 126.7 kJ/mol above it.